Here is a gas-phase ion, CH3Cl3OP (charge +1) from the OMol25 dataset. Energies are from wB97M-V/def2-TZVPD.

Cartesian coordinates (Å):
C1 -0.815 0.065 0.099
O1 -1.398 -0.902 0.692
P1 -2.296 -0.827 2.194
Cl1 -4.027 -0.079 1.369
Cl2 -2.549 -2.809 2.061
Cl3 1.095 0.157 0.944
H1 -1.063 1.021 0.305
H2 -0.573 -0.145 -0.850
H3 0.883 -0.676 1.797

Properties
* frontier orbital gap: 9.732 eV
* HOMO: -14.939 eV
* energy: -1836.77688 hartree
* charge: +1
* strongest force on any atom: 3.8 eV Å⁻¹